(1)
This record from the Open Molecules 2025 dataset describes an isolated molecule of C4H6N2 at a distorted geometry. The level of theory is the ωB97M-V functional and the def2-TZVPD basis.

Last column: Löwdin charge in e.
Atoms and positions in Å:
1 C -1.9103 0.8951 -0.0394  -0.07
2 C -0.7542 -0.0025 0.2655  -0.23
3 N 0.1482 -0.2205 -0.5967  0.02
4 C 1.3036 -0.9866 -0.1629  -0.23
5 C 2.4691 -0.0868 -0.1987  -0.21
6 N 3.3466 0.6651 -0.2241  0.14
7 H -1.7737 1.3394 -1.0274  0.08
8 H -2.8635 0.3567 -0.0059  0.08
9 H -1.9574 1.6919 0.7119  0.08
10 H -0.7040 -0.4326 1.2797  0.12
11 H 1.4833 -1.8158 -0.8558  0.12
12 H 1.2121 -1.4035 0.8537  0.11

Computed properties:
* Kohn-Sham gap: 11.406 eV
* lowest unoccupied orbital energy: 0.034 Ha
* electronic energy: -265.49342 a.u.
* energy relative to the best compared isomer or geometry (same formula, charge and spin): 1.1470 eV
* SMILES: C/C=N/CC#N
* largest force on an atom: 1.11 eV/A

(2)
This record from the Open Molecules 2025 dataset describes a structure of composition C4H6N2 at a distorted geometry. The level of theory is the ωB97M-V functional and the def2-TZVPD basis.

Last column: Löwdin charge in e.
Atoms and positions in Å:
1 C -0.8162 -0.0467 -0.1760  -0.31
2 C 0.5839 0.0087 0.2422  -0.35
3 C -0.9059 -1.3707 0.4887  -0.12
4 C 1.5835 1.0822 0.0794  -0.02
5 N 0.5806 -1.1706 0.8094  0.15
6 N -1.4231 0.6842 -1.1251  0.14
7 H -1.5335 -1.5147 1.3498  0.10
8 H -1.2036 -2.0756 -0.2396  0.09
9 H 1.4320 1.9903 0.6281  0.07
10 H 1.6671 1.3778 -1.0676  0.13
11 H 2.4154 0.5089 0.4601  0.07
12 H -2.3802 0.5263 -1.4495  0.04

Computed properties:
* Kohn-Sham gap: 10.212 eV
* lowest unoccupied orbital energy: 0.011 Ha
* electronic energy: -265.43289 a.u.
* energy relative to the best compared isomer or geometry (same formula, charge and spin): 2.7942 eV
* largest force on an atom: 6.36 eV/A

(3)
This record from the Open Molecules 2025 dataset describes an isolated molecule of C4H6N2. The level of theory is the ωB97M-V functional and the def2-TZVPD basis.

Last column: Löwdin charge in e.
Atoms and positions in Å:
1 C 1.1027 -1.4038 0.6865  -0.05
2 C 0.3426 -0.2565 0.0896  -0.36
3 C -0.6161 0.5244 0.6785  -0.08
4 N -1.1320 1.3065 -0.3318  0.03
5 C -0.4496 0.9914 -1.4620  -0.21
6 N 0.4493 0.0634 -1.2481  0.09
7 H 1.5609 -1.1553 1.6497  0.07
8 H 1.8846 -1.7365 -0.0009  0.07
9 H 0.4265 -2.2516 0.8523  0.07
10 H -0.8760 0.7061 1.7098  0.11
11 H -1.9942 1.8275 -0.2923  0.14
12 H -0.6173 1.5256 -2.3889  0.11

Computed properties:
* Kohn-Sham gap: 9.525 eV
* lowest unoccupied orbital energy: 0.035 Ha
* electronic energy: -265.53125 a.u.
* energy relative to the best compared isomer or geometry (same formula, charge and spin): 0.1175 eV
* SMILES: Cc1c[nH]cn1
* largest force on an atom: 0.39 eV/A

(4)
This record from the Open Molecules 2025 dataset describes a structure of composition C4H6N2. The level of theory is the ωB97M-V functional and the def2-TZVPD basis.

Last column: Löwdin charge in e.
Atoms and positions in Å:
1 C -1.6833 -0.3593 0.2920  -0.07
2 C -0.2461 0.0268 0.1418  -0.28
3 C 0.8283 -0.6632 -0.5613  -0.09
4 N 2.1132 -0.4431 -0.1817  -0.01
5 N 1.7214 1.0452 -0.4564  0.01
6 C 0.4426 1.2000 0.0781  -0.16
7 H -2.2572 -0.2215 -0.6365  0.08
8 H -1.7857 -1.4099 0.5833  0.07
9 H -2.1720 0.2399 1.0662  0.07
10 H 0.6894 -1.2017 -1.5050  0.14
11 H 2.2099 -0.4262 0.8359  0.11
12 H 0.1396 2.2130 0.3436  0.12

Computed properties:
* Kohn-Sham gap (spin up / spin down): 7.113 / 7.111 eV
* lowest unoccupied orbital energy (spin up / spin down): -0.015 / -0.015 Ha
* electronic energy: -265.32907 a.u.
* energy relative to the best compared isomer or geometry (same formula, charge and spin): 5.6191 eV
* largest force on an atom: 0.46 eV/A

(5)
This record from the Open Molecules 2025 dataset describes an isolated molecule of C4H6N2. The level of theory is the ωB97M-V functional and the def2-TZVPD basis.

Last column: Löwdin charge in e.
Atoms and positions in Å:
1 N 0.7406 -0.9381 1.1174  0.07
2 C 0.2856 -1.0597 -0.2475  -0.19
3 C 1.0821 0.1101 0.1903  -0.22
4 C -0.0345 1.0685 -0.2644  -0.22
5 N -1.3670 0.8618 0.2431  0.07
6 C -0.8525 -0.0770 -0.7226  -0.20
7 H 0.0442 -0.7508 1.8357  0.09
8 H 0.5944 -1.9216 -0.8274  0.13
9 H 2.0863 0.4060 -0.0683  0.13
10 H 0.2833 1.9539 -0.7922  0.13
11 H -1.4939 0.5476 1.2027  0.09
12 H -1.3689 -0.2008 -1.6668  0.13

Computed properties:
* Kohn-Sham gap: 10.304 eV
* lowest unoccupied orbital energy: 0.046 Ha
* electronic energy: -265.38301 a.u.
* energy relative to the best compared isomer or geometry (same formula, charge and spin): 4.1514 eV
* SMILES: N1[C@H]2[C@@H]1[C@H]1N[C@@H]21
* largest force on an atom: 0.63 eV/A

(6)
This record from the Open Molecules 2025 dataset describes an isolated molecule of C4H6N2 at a distorted geometry. The level of theory is the ωB97M-V functional and the def2-TZVPD basis.

Last column: Löwdin charge in e.
Atoms and positions in Å:
1 N -0.9713 2.2286 -1.1572  0.16
2 C -0.6083 1.1929 -0.7865  -0.16
3 C -0.1629 -0.1031 -0.2209  -0.60
4 N -1.0121 -1.2294 -0.4445  0.09
5 C 1.3315 -0.1161 -0.1619  0.00
6 C 0.3149 0.1184 1.1462  -0.06
7 H -1.9782 -0.9172 -0.4049  0.09
8 H -0.8394 -1.6697 -1.3368  0.08
9 H 1.7937 0.7193 -0.6736  0.08
10 H 1.8618 -0.3465 0.7894  0.10
11 H 0.3078 -0.8261 1.7029  0.12
12 H 0.0868 1.0136 1.6982  0.11

Computed properties:
* Kohn-Sham gap: 10.508 eV
* lowest unoccupied orbital energy: 0.035 Ha
* electronic energy: -265.39868 a.u.
* energy relative to the best compared isomer or geometry (same formula, charge and spin): 3.7250 eV
* SMILES: N#CC1(N)CC1
* largest force on an atom: 2.37 eV/A

(7)
This record from the Open Molecules 2025 dataset describes an isolated molecule of C4H6N2. The level of theory is the ωB97M-V functional and the def2-TZVPD basis.

Last column: Löwdin charge in e.
Atoms and positions in Å:
1 H -2.1797 1.5222 2.6452  0.04
2 N -1.4212 1.1377 2.0960  0.10
3 C -1.6676 1.2714 0.8588  -0.32
4 N -0.6449 1.0238 -0.0333  0.11
5 C 0.1403 0.0948 0.0887  -0.13
6 C 1.0929 -0.7768 -0.0476  -0.14
7 C 1.2957 -1.2276 -1.4706  -0.11
8 H -2.5635 1.6814 0.3933  0.11
9 H 1.8857 -0.8171 0.6845  0.11
10 H 2.0637 -1.9945 -1.5211  0.07
11 H 1.6238 -0.3511 -2.0421  0.08
12 H 0.3747 -1.5934 -1.9297  0.08

Computed properties:
* Kohn-Sham gap: 9.543 eV
* lowest unoccupied orbital energy: 0.035 Ha
* electronic energy: -265.44323 a.u.
* energy relative to the best compared isomer or geometry (same formula, charge and spin): 2.5128 eV
* SMILES: [H]/N=C/N=C=CC
* largest force on an atom: 0.53 eV/A

(8)
This record from the Open Molecules 2025 dataset describes an isolated molecule of C4H6N2 at a distorted geometry. The level of theory is the ωB97M-V functional and the def2-TZVPD basis.

Last column: Löwdin charge in e.
Atoms and positions in Å:
1 C -1.7362 -0.0642 -0.0495  -0.03
2 C -0.2716 -0.0599 -0.3261  -0.34
3 C 0.7471 -0.9588 -0.4241  -0.03
4 C 1.8590 -0.2913 0.1788  -0.17
5 N 1.5733 0.9179 0.5937  0.03
6 N 0.2677 1.0565 0.2988  -0.06
7 H -2.3205 0.6792 -0.6012  0.07
8 H -2.2391 -1.0436 -0.1403  0.09
9 H -1.4219 0.4093 0.9427  0.11
10 H 0.7269 -1.9654 -0.8184  0.10
11 H 2.8622 -0.6594 0.3100  0.09
12 H -0.0469 1.9797 0.0356  0.15

Computed properties:
* Kohn-Sham gap: 9.982 eV
* lowest unoccupied orbital energy: 0.036 Ha
* electronic energy: -265.46483 a.u.
* energy relative to the best compared isomer or geometry (same formula, charge and spin): 1.9251 eV
* SMILES: Cc1ccn[nH]1
* largest force on an atom: 3.29 eV/A

(9)
This record from the Open Molecules 2025 dataset describes an isolated molecule of C4H6N2 at a distorted geometry. The level of theory is the ωB97M-V functional and the def2-TZVPD basis.

Last column: Löwdin charge in e.
Atoms and positions in Å:
1 N 0.4043 1.5900 -0.8051  0.08
2 N -2.2210 -0.0785 0.4512  0.11
3 C 0.8773 -0.4761 -0.4682  -0.17
4 C 1.6013 -0.4891 0.6631  0.02
5 C -0.2506 0.4659 -0.7520  -0.46
6 C -1.5637 0.0759 -0.6592  -0.05
7 H 1.2925 1.5774 -1.3055  0.05
8 H -3.1698 -0.4266 0.4359  0.10
9 H -1.7807 0.0606 1.3666  0.13
10 H 0.8343 -1.3678 -1.0848  0.09
11 H 2.2115 -1.3448 0.9156  0.05
12 H 1.7645 0.4133 1.2423  0.06

Computed properties:
* Kohn-Sham gap: 8.514 eV
* lowest unoccupied orbital energy: 0.019 Ha
* electronic energy: -265.35887 a.u.
* energy relative to the best compared isomer or geometry (same formula, charge and spin): 4.8083 eV
* largest force on an atom: 6.19 eV/A

(10)
This record from the Open Molecules 2025 dataset describes a structure of composition C4H6N2 at a distorted geometry. The level of theory is the ωB97M-V functional and the def2-TZVPD basis.

Last column: Löwdin charge in e.
Atoms and positions in Å:
1 C 1.6937 -0.0882 -0.1100  -0.12
2 C -0.8178 0.3080 -0.0639  -0.43
3 N -1.1480 -0.8844 0.5745  0.10
4 C 0.4334 0.7020 -0.3551  -0.13
5 C -2.3802 1.5974 -0.0743  0.05
6 N -1.9239 0.9664 -0.9640  0.01
7 H -2.0982 -1.2102 0.6786  0.09
8 H -0.6639 -1.6744 0.1638  0.10
9 H 0.5692 1.7722 -0.4162  0.10
10 H 1.3803 -0.3896 0.9298  0.08
11 H 2.2150 -0.9375 -0.6245  0.08
12 H 2.7403 -0.1616 0.2615  0.07

Computed properties:
* Kohn-Sham gap: 9.485 eV
* lowest unoccupied orbital energy: 0.025 Ha
* electronic energy: -265.31349 a.u.
* energy relative to the best compared isomer or geometry (same formula, charge and spin): 6.0433 eV
* largest force on an atom: 4.68 eV/A

The lowest electronic energy belongs to which entry? number 3